DFT (ωB97M-V/def2-TZVPD) results for a molecular structure, C57H53As2CaFGe2OSe4 in a non-equilibrium geometry.

Computed properties:
Frontier orbital gap (eV): 5.39
Net charge: -2
E_LUMO (eV): 3.84

XYZ file:
```
121
C57H53As2CaFGe2OSe4, DFT ωB97M-V/def2-TZVPD
Ca -1.07844 1.14038 -0.12782
Se -4.13572 1.88123 1.95717
Se -3.81340 2.16006 -0.30520
Se -5.55311 1.07077 -1.37952
Se -4.91644 -1.06248 -2.03086
C -2.13611 -1.76174 1.48881
C -1.90401 -1.17494 2.86948
As -0.71090 0.39209 2.75558
C -1.05171 1.05173 4.57977
C -2.36537 1.27219 4.98358
C -2.65668 1.71542 6.26034
C -1.63227 1.93546 7.16492
C -0.31735 1.75288 6.76775
C -0.02782 1.33062 5.48179
C 1.00141 -0.46216 3.19855
C 1.11876 -1.32962 4.27761
C 2.34128 -1.87678 4.62264
C 3.47318 -1.56268 3.88724
C 3.36915 -0.70257 2.80459
C 2.14261 -0.15674 2.46468
As -0.39522 -2.30807 0.75271
C -1.00806 -3.57254 -0.61371
C -2.29654 -3.60449 -1.12307
C -2.67773 -4.58919 -2.01874
C -1.77410 -5.55774 -2.41418
C -0.47041 -5.51415 -1.94289
C -0.09600 -4.52951 -1.04987
C -0.10770 -3.81747 2.00622
C 1.16600 -4.04278 2.51745
C 1.41607 -5.10613 3.36932
C 0.39230 -5.97408 3.70908
C -0.87811 -5.77291 3.19350
C -1.11894 -4.70680 2.34731
H -2.59362 -0.99242 0.85408
H -2.83582 -2.60552 1.52563
H -1.45652 -1.92897 3.53208
H -2.85561 -0.85297 3.30717
H -3.17507 1.12672 4.27733
H -3.68628 1.88721 6.54614
H -1.85808 2.25999 8.17239
H 0.48739 1.93794 7.46791
H 1.00528 1.20615 5.17183
H 0.24135 -1.55610 4.87659
H 2.41770 -2.54205 5.47414
H 4.43042 -1.98732 4.16905
H 4.24527 -0.43663 2.22839
H 2.07080 0.52597 1.62583
H -3.02858 -2.85543 -0.84879
H -3.68480 -4.57920 -2.40835
H -2.06815 -6.33617 -3.10619
H 0.24719 -6.25602 -2.27260
H 0.92442 -4.48327 -0.67593
H 1.97005 -3.37082 2.23198
H 2.41091 -5.25939 3.77056
H 0.58072 -6.80433 4.37801
H -1.68088 -6.45406 3.44993
H -2.11176 -4.58095 1.93207
O -1.76691 -0.30109 -1.53805
H -2.66945 -0.56050 -1.83571
H -1.21222 -1.09322 -1.65035
F 0.72346 0.11081 -0.56761
C 0.99309 -0.99629 -1.54644
Ge 0.66563 -0.22923 -3.35727
C 2.03314 -1.05543 -4.56720
C 2.09305 -0.69814 -5.90751
C 3.02057 -1.26116 -6.76226
C 3.91670 -2.20279 -6.28725
C 3.84872 -2.59827 -4.96251
C 2.90964 -2.03297 -4.11843
C 0.93907 1.72713 -3.73216
C -0.04736 2.69991 -3.81665
C 0.28722 4.02567 -4.04462
C 1.61437 4.40571 -4.15459
C 2.60904 3.44993 -4.03685
C 2.26563 2.12809 -3.83439
C -0.93964 -1.00156 -4.26923
C -1.89457 -0.30801 -4.99718
C -2.91599 -0.97561 -5.65109
C -2.99102 -2.35459 -5.60122
C -2.03418 -3.06125 -4.89385
C -1.02983 -2.38785 -4.22679
H 2.09052 -1.06538 -1.45313
H 1.39271 0.03569 -6.28374
H 3.04949 -0.96753 -7.80324
H 4.66228 -2.62761 -6.94709
H 4.53332 -3.34693 -4.58365
H 2.84905 -2.35773 -3.08864
H -1.09118 2.42426 -3.71267
H -0.49363 4.77105 -4.12757
H 1.87290 5.44461 -4.31598
H 3.65173 3.73611 -4.09817
H 3.04053 1.37476 -3.75868
H -1.84914 0.77027 -5.06765
H -3.66313 -0.41442 -6.19601
H -3.79663 -2.87622 -6.10003
H -2.08654 -4.13963 -4.85708
H -0.28178 -2.93684 -3.66635
Ge 0.28737 3.49221 -0.07654
C 1.74865 3.59549 1.30183
C 1.50582 3.30615 2.64132
C 2.51344 3.34188 3.58876
C 3.81072 3.64358 3.21108
C 4.08559 3.89684 1.87691
C 3.06487 3.87274 0.94344
C -0.87609 4.99691 0.54056
C -1.14571 6.09273 -0.27235
C -2.05215 7.06858 0.10269
C -2.69679 6.97906 1.32599
C -2.44588 5.89411 2.15031
C -1.56556 4.90803 1.74561
H 1.08126 4.34894 -1.13235
H 0.49479 3.06359 2.96539
H 2.28826 3.13404 4.62716
H 4.60202 3.67824 3.95053
H 5.10200 4.11503 1.56526
H 3.28566 4.08111 -0.09694
H -0.63324 6.17005 -1.22653
H -2.26447 7.89915 -0.56340
H -3.40226 7.74424 1.62954
H -2.95607 5.80493 3.10148
H -1.42582 4.03896 2.38560
```

Results of the Mulliken charge analysis, in e, for atoms 1 through 6: 0.2728 -0.4671 0.0765 -0.3573 -0.5608 -1.0872